{
  "formula": "C40H90N7O7",
  "method": "ωB97M-V/def2-TZVPD",
  "elements": ["C", "C", "O", "N", "H", "H", "C", "H", "H", "H", "H", "H", "H", "C", "C", "O", "N", "H", "H", "C", "H", "H", "H", "H", "H", "H", "C", "C", "O", "N", "H", "H", "C", "H", "H", "H", "H", "H", "H", "C", "C", "C", "C", "C", "C", "N", "O", "C", "C", "C", "H", "H", "H", "H", "H", "H", "H", "H", "H", "H", "H", "H", "H", "H", "H", "H", "H", "H", "C", "C", "C", "C", "N", "C", "C", "C", "C", "C", "C", "C", "H", "H", "H", "H", "H", "H", "H", "H", "H", "H", "H", "H", "H", "H", "H", "H", "H", "H", "H", "H", "H", "H", "H", "H", "C", "C", "C", "C", "N", "C", "C", "C", "C", "C", "C", "C", "H", "H", "H", "H", "H", "H", "H", "H", "H", "H", "H", "H", "H", "H", "H", "H", "H", "H", "H", "H", "H", "H", "H", "H", "N", "O", "O", "O"],
  "positions_angstrom": [[-3.435, -0.924, -5.806], [-2.198, -1.579, -5.154], [-2.213, -2.737, -4.749], [-1.005, -0.658, -5.138], [-1.228, 0.324, -5.208], [-0.668, -0.569, -4.190], [0.002, -1.107, -6.101], [-3.446, -0.893, -6.896], [-3.680, 0.088, -5.485], [-4.275, -1.602, -5.654], [0.830, -0.417, -5.938], [-0.303, -0.985, -7.140], [0.204, -2.141, -5.823], [-0.997, 5.298, -3.672], [-0.218, 4.564, -2.581], [0.615, 5.138, -1.871], [-0.690, 3.140, -2.268], [-0.859, 2.654, -3.137], [-0.017, 2.545, -1.807], [-2.080, 3.147, -1.586], [-0.546, 5.055, -4.634], [-0.873, 6.369, -3.513], [-2.041, 4.990, -3.723], [-2.054, 3.805, -0.717], [-2.353, 2.123, -1.334], [-2.768, 3.580, -2.312], [4.650, -3.199, -3.586], [3.289, -2.622, -3.378], [2.264, -3.153, -3.804], [3.262, -1.309, -2.552], [2.459, -1.212, -1.946], [4.128, -1.427, -2.045], [3.202, -0.044, -3.446], [5.166, -3.250, -2.627], [5.202, -2.687, -4.374], [4.459, -4.242, -3.835], [3.547, 0.775, -2.816], [2.149, 0.019, -3.723], [3.840, -0.276, -4.299], [-1.041, -6.144, 0.099], [-0.274, -5.212, -0.810], [0.877, -4.401, -0.107], [2.119, -5.182, 0.267], [2.784, -5.924, -0.902], [1.757, -6.814, -1.719], [0.435, -5.951, -1.930], [-0.318, -6.298, -3.040], [1.540, -8.200, -1.014], [2.470, -7.070, -3.066], [-1.265, -4.192, -1.396], [-1.437, -7.046, -0.367], [-1.801, -5.686, 0.731], [-0.300, -6.522, 0.804], [0.480, -3.955, 0.805], [1.222, -3.583, -0.739], [1.872, -5.902, 1.047], [2.792, -4.420, 0.660], [3.674, -6.506, -0.662], [3.082, -5.218, -1.677], [1.102, -8.110, -0.020], [2.381, -8.893, -1.008], [0.761, -8.646, -1.633], [3.494, -7.410, -2.915], [2.733, -6.183, -3.642], [1.938, -7.830, -3.639], [-2.012, -3.748, -0.738], [-1.786, -4.748, -2.175], [-0.640, -3.440, -1.878], [-1.434, -5.214, 4.401], [-2.570, -4.706, 3.548], [-2.196, -3.465, 2.692], [-2.564, -2.127, 3.458], [-2.167, -0.845, 2.657], [-2.514, 0.334, 3.611], [-3.803, 0.939, 3.000], [-3.541, 0.759, 1.546], [-3.018, -0.659, 1.348], [-0.648, -0.857, 2.203], [0.348, -0.934, 3.286], [1.773, -0.958, 2.758], [-1.234, -4.497, 5.197], [-0.531, -5.292, 3.795], [-1.644, -6.190, 4.838], [-3.444, -4.470, 4.154], [-2.928, -5.515, 2.911], [-2.746, -3.534, 1.753], [-1.155, -3.479, 2.370], [-2.044, -2.004, 4.408], [-3.651, -2.067, 3.518], [-1.593, 0.914, 3.553], [-2.655, -0.034, 4.627], [-4.122, 1.971, 3.147], [-4.672, 0.389, 3.362], [-2.785, 1.450, 1.173], [-4.542, 0.766, 1.113], [-2.435, -0.733, 0.430], [-3.707, -1.504, 1.318], [-0.663, 0.158, 1.807], [-0.638, -1.599, 1.404], [0.210, -1.833, 3.887], [0.261, -0.038, 3.901], [2.566, -0.699, 3.459], [1.836, -0.330, 1.869], [1.894, -2.014, 2.518], [3.350, 8.219, -0.159], [2.221, 8.624, 0.750], [1.193, 7.586, 1.119], [1.673, 6.371, 1.994], [0.597, 5.266, 2.306], [0.170, 4.510, 1.040], [-0.387, 3.219, 1.496], [0.487, 2.750, 2.687], [1.122, 4.094, 3.191], [-0.655, 5.968, 2.869], [-0.522, 6.756, 4.283], [-1.789, 7.026, 5.059], [3.004, 7.522, -0.923], [4.118, 7.658, 0.374], [3.834, 9.041, -0.686], [1.740, 9.485, 0.285], [2.684, 8.955, 1.679], [0.948, 7.118, 0.165], [0.372, 8.074, 1.644], [1.838, 6.520, 3.061], [2.494, 5.854, 1.496], [-0.447, 5.146, 0.405], [1.137, 4.270, 0.599], [-1.420, 3.376, 1.809], [-0.243, 2.537, 0.658], [-0.106, 2.288, 3.476], [1.137, 1.913, 2.433], [0.768, 4.257, 4.209], [2.210, 4.125, 3.254], [-1.347, 5.144, 3.042], [-1.180, 6.465, 2.053], [0.033, 7.690, 4.198], [0.035, 6.199, 5.035], [-2.197, 6.105, 5.477], [-2.586, 7.428, 4.432], [-1.716, 7.751, 5.869], [0.539, -0.159, -1.513], [1.107, 0.915, -1.460], [0.756, -1.104, -0.737], [-0.168, -0.389, -2.453]],
  "mulliken_charge": [-1.224, 0.547, -0.366, 0.550, 0.481, 0.005, -0.772, 0.376, 0.382, 0.379, 0.383, 0.334, 0.351, -1.079, 0.482, -0.382, 0.356, 0.356, -0.032, -0.860, 0.356, 0.368, 0.367, 0.309, 0.275, 0.537, -1.185, 0.550, -0.407, 0.361, -0.223, 0.502, -0.638, 0.512, 0.392, 0.269, 0.334, 0.144, 0.435, -1.725, 1.813, 0.838, -1.093, -0.777, 0.979, 0.929, -0.242, -1.513, -1.416, -1.627, 0.310, 0.356, 0.368, -0.711, -0.525, 0.331, 0.647, 0.540, -0.137, 0.306, 0.410, 0.462, 0.449, 0.211, 0.440, 0.234, 0.675, 0.256, -1.131, -0.805, 0.812, -1.280, 0.286, -0.136, -0.826, 0.226, -0.412, -0.123, -0.651, -1.277, 0.319, 0.195, 0.422, 0.421, 0.456, 0.353, -0.589, 0.396, 0.549, -0.351, 0.383, 0.397, 0.413, -0.491, 0.577, 0.090, 0.586, 0.017, 0.390, 0.349, 0.471, 0.346, 0.129, 0.398, -1.083, -0.762, -0.194, -0.910, 0.680, -1.078, 0.469, 0.224, -0.955, -0.913, -0.459, -1.517, 0.185, 0.317, 0.373, 0.399, 0.368, 0.083, 0.337, 0.627, 0.476, 0.519, 0.404, 0.214, -0.287, -0.074, 0.218, 0.336, 0.341, 0.376, 0.608, 0.427, 0.264, 0.359, 0.356, 0.402, 0.800, -0.756, -0.410, -0.988],
  "mol_weight_g_mol": 781.20,
  "homo_energy_ha": -0.7383,
  "total_charge": 5,
  "e_tot_ev": -67643.242
}